No. 1
DFT (ωB97M-V with the def2-TZVPD basis set) results for a molecular structure, C34H32BF9IMoN4O5PTe2 in a non-equilibrium geometry.

ORCA input file:
```
! wB97M-V def2-TZVPD RIJCOSX def2/J DEFGRID3
* xyz -2 1
Mo 0.27933 0.75631 -1.94778
C -0.32407 3.80473 1.66550
C -1.51203 2.92583 1.43922
N -2.54061 3.00922 2.23905
C -3.60614 2.20373 2.02700
C -3.69256 1.31435 0.99649
C -4.94998 0.51273 0.82914
O -5.80345 1.00208 -0.21107
C -2.59413 1.20380 0.09434
C -2.71541 0.32730 -1.03334
N -1.90472 0.17111 -2.02514
C -2.28131 -0.82389 -2.96956
C -2.37678 -2.14657 -2.55436
C -2.70388 -3.14399 -3.45878
C -2.95250 -2.81684 -4.78223
C -2.89448 -1.49278 -5.19263
C -2.56696 -0.48730 -4.29344
I -2.56843 1.50019 -4.88777
C -1.44936 1.98660 0.33677
O -0.35006 1.93230 -0.31480
H -0.54841 4.51358 2.45955
H -0.06852 4.35101 0.75402
H 0.54460 3.20840 1.95466
H -4.42386 2.30077 2.73466
H -5.52612 0.56274 1.75429
H -4.72118 -0.54386 0.65047
H -5.25841 1.47866 -0.84729
H -3.64007 -0.25267 -1.07276
H -2.13176 -2.38206 -1.52669
H -2.74404 -4.17435 -3.12755
H -3.20149 -3.58787 -5.50120
H -3.10987 -1.22935 -6.21978
Te 1.35980 -0.70629 -3.82059
N 3.27034 3.49788 -0.22006
C 4.08686 2.69911 -1.17001
C 3.28951 1.50362 -1.71352
O 3.82514 0.67956 -2.43371
O 2.06244 1.53789 -1.33393
H 2.92138 4.42485 -0.65778
H 3.72658 3.62904 0.68775
H 2.43997 2.92763 -0.01609
H 4.98891 2.34363 -0.67712
H 4.34194 3.32352 -2.02287
F 2.09198 2.38669 3.77664
B 3.08870 2.09053 2.83813
F 2.48651 1.55774 1.67139
F 4.01617 1.18876 3.36274
F 3.76740 3.29562 2.46776
F -1.57346 3.87844 -2.21644
Te 0.36712 4.38408 -2.26327
F 2.08311 3.94093 -3.22351
F -0.02510 4.88703 -4.02931
F -0.36724 6.13293 -1.91844
F 2.07716 5.52235 -1.27816
O 0.19881 2.08961 -3.03891
N 0.54737 -0.77070 -0.72043
P 0.67747 -1.67479 0.51943
C 2.33085 -1.63805 1.24658
C 3.37429 -1.35819 0.36854
C 4.68087 -1.35881 0.83232
C 4.94625 -1.63535 2.16616
C 3.90557 -1.90467 3.04379
C 2.59685 -1.90503 2.58540
C 0.41462 -3.44011 0.14047
C 0.44719 -4.43948 1.11220
C 0.28183 -5.76804 0.75377
C 0.10039 -6.10887 -0.58309
C 0.09463 -5.12025 -1.55546
C 0.25224 -3.78666 -1.19534
C -0.46781 -1.26444 1.86443
C -0.24203 -0.04152 2.50441
C -1.12056 0.40402 3.47839
C -2.23513 -0.35848 3.80982
C -2.46976 -1.56624 3.16976
C -1.58330 -2.02250 2.19951
H 3.15777 -1.11253 -0.66582
H 5.48593 -1.11742 0.14928
H 5.96579 -1.60983 2.53103
H 4.11048 -2.07889 4.09251
H 1.78116 -2.07270 3.28014
H 0.60560 -4.17804 2.15299
H 0.30218 -6.54042 1.51332
H -0.02432 -7.14842 -0.86353
H -0.02383 -5.37935 -2.60097
H 0.28107 -3.00255 -1.94575
H 0.62074 0.56392 2.23485
H -0.93549 1.35635 3.95833
H -2.92677 -0.00119 4.56358
H -3.34340 -2.15611 3.42182
H -1.77609 -2.96375 1.69791
*
```

LUMO energy = 0.1207 hartree
energy relative to the best compared isomer or geometry (same formula, charge and spin) = 66.8 kJ/mol
Kohn-Sham gap = 5.8448 eV

---

No. 2
DFT (ωB97M-V with the def2-TZVPD basis set) results for 8 unconnected molecules or ions with the total composition C34H32Br4F48O6 in a non-equilibrium geometry.

ORCA input file:
```
! wB97M-V def2-TZVPD RIJCOSX def2/J DEFGRID3
* xyz 0 1
F -3.81365 1.14381 -4.68230
C -4.63379 0.32428 -5.30275
F -4.08425 0.09866 -6.42470
C -4.97964 -1.03973 -4.62690
F -5.68968 -1.74692 -5.46127
F -5.61201 -0.84763 -3.45884
C -3.65641 -1.77636 -4.43915
O -3.73057 -3.06774 -3.86021
C -2.97572 -3.36147 -2.68245
F -1.63341 -3.37523 -2.94618
F -3.20552 -2.39632 -1.75474
C -3.44800 -4.74478 -2.06845
F -3.24959 -5.79176 -2.97775
F -2.89986 -5.03078 -0.88931
H -5.52488 0.88441 -5.58620
H -3.03178 -1.11275 -3.84118
H -3.21534 -1.97431 -5.41608
H -4.50905 -4.66657 -1.83149
F 5.14589 0.81762 1.03049
C 4.77839 0.05477 2.05101
F 4.02993 0.70535 2.96468
C 4.07648 -1.26614 1.52455
F 2.99289 -0.86208 0.91293
F 3.73722 -1.95868 2.58378
C 5.03222 -2.02773 0.52916
O 6.40565 -2.22361 1.03986
C 7.12727 -3.33229 0.53875
F 8.32993 -3.05862 1.07466
F 6.69120 -4.46356 1.05474
C 7.21965 -3.22198 -1.01243
F 8.08817 -4.13630 -1.48345
F 6.06096 -3.52084 -1.60334
H 5.76101 -0.19069 2.45387
H 4.97142 -1.49690 -0.42091
H 4.56962 -3.00389 0.38348
H 7.63429 -2.25187 -1.28638
F -5.66612 4.27173 0.87127
C -6.16665 4.29634 2.14183
F -7.34713 3.68432 2.22699
C -5.18046 3.76673 3.11411
F -5.40916 4.35122 4.31474
F -3.91853 4.07676 2.74585
C -5.21587 2.24355 3.20601
O -5.50571 1.55115 1.89430
C -4.46086 0.97869 1.14816
F -3.44800 1.76763 1.13968
F -4.09628 -0.14246 1.65999
C -5.01434 0.83091 -0.29541
F -4.13078 0.30183 -1.13001
F -6.08695 0.06964 -0.32368
H -6.36629 5.35917 2.27834
H -5.98455 1.89969 3.89810
H -4.30620 1.87335 3.67883
H -5.24798 1.82451 -0.67788
F 3.65601 4.39642 -4.09525
C 3.38223 4.00487 -2.85502
F 4.34584 3.10212 -2.45429
C 3.15063 5.19100 -1.92099
F 3.00630 4.93823 -0.59332
F 1.99278 5.74696 -2.23810
C 4.22843 6.25214 -2.00948
O 3.90834 7.36104 -1.13446
C 4.77793 8.42483 -1.18207
F 6.07568 8.11946 -1.36411
F 4.40903 9.18223 -2.20381
C 4.57552 9.18841 0.15430
F 4.76844 8.50127 1.28326
F 5.29564 10.32600 0.32906
H 2.48619 3.38884 -2.77945
H 4.26767 6.64973 -3.02363
H 5.17464 5.79087 -1.72664
H 3.58403 9.64086 0.17276
F 1.76584 4.26669 3.16723
C 0.52998 4.61638 2.86304
F 0.57149 5.70223 2.03291
C -0.16185 3.37209 2.26646
F 0.48263 2.77700 1.22460
F -1.37302 3.77844 1.84910
C -0.38675 2.31469 3.39760
O -1.51615 2.55353 4.28512
C -1.26026 2.64766 5.67928
F -0.76033 1.48053 6.18249
F -0.38439 3.64716 5.88912
C -2.49172 2.96879 6.51712
F -3.24886 4.08172 6.22254
F -3.31748 1.96033 6.40011
H 0.16461 4.85686 3.86141
H 0.59031 2.16034 3.85546
H -0.50087 1.34522 2.91261
H -2.18158 3.16610 7.54328
F 3.89906 -8.04872 -3.36169
C 2.88499 -8.42550 -4.14698
F 3.33989 -9.45590 -4.87782
C 1.48037 -8.68014 -3.45028
F 1.50112 -9.79865 -2.77208
F 0.40904 -8.71018 -4.25447
C 1.10564 -7.59961 -2.33331
O 0.55472 -6.41107 -2.82255
C 1.30828 -5.29825 -2.69783
F 2.62886 -5.34635 -2.94241
F 0.78072 -4.61759 -3.71314
C 0.93033 -4.58031 -1.33102
F 1.63122 -5.01982 -0.34987
F 1.28439 -3.26593 -1.42991
H 2.73267 -7.71407 -4.95862
H 1.92064 -7.46074 -1.62296
H 0.29244 -8.04173 -1.75767
H -0.13736 -4.56413 -1.11223
Br -1.86558 -1.63215 5.77470
C -2.95805 -1.95092 4.13146
C -3.40073 -3.37685 4.09196
Br -4.61758 -3.82676 5.64824
H -2.26640 -1.75355 3.31246
H -3.75027 -1.20404 4.07993
H -2.60727 -4.10712 3.93319
H -3.94992 -3.39307 3.15056
Br 0.99729 1.05950 -2.43703
C -0.48688 -0.16436 -1.77095
C -0.05299 -0.53015 -0.38359
Br -1.30162 -1.70313 0.58434
H -0.65823 -1.00720 -2.44055
H -1.45189 0.32929 -1.88569
H 0.12645 0.38434 0.18177
H 0.88258 -1.07228 -0.52098
*
```

LUMO energy = 0.0021 hartree
SMILES = FC(F)C(F)(F)COC(F)(F)C(F)F.FC(F)C(F)(F)COC(F)(F)C(F)F.FC(F)C(F)(F)COC(F)(F)C(F)F.FC(F)C(F)(F)COC(F)(F)C(F)F.FC(F)C(F)(F)COC(F)(F)C(F)F.FC(F)C(F)(F)COC(F)(F)C(F)F.BrCCBr.BrCCBr
Kohn-Sham gap = 10.1042 eV

---

No. 3
DFT (ωB97M-V with the def2-TZVPD basis set) results for a molecular structure, C34H32Cl2N3O9PS2SeV.

ORCA input file:
```
! wB97M-V def2-TZVPD RIJCOSX def2/J DEFGRID3
* xyz -2 4
V -0.00969 0.09669 -0.50020
O -0.15146 3.93506 -1.87364
S -0.46013 2.53300 -1.78940
O 0.62625 1.60905 -2.15697
O -1.06688 2.06453 -0.53544
C -1.78537 2.27880 -2.98158
C -2.25717 3.37655 -3.68948
C -3.34356 3.24765 -4.53897
C -3.96624 2.01416 -4.68291
C -3.48371 0.91760 -3.98915
C -2.39258 1.03104 -3.12850
P -1.68035 -0.47210 -2.34100
C -3.09847 -1.33461 -1.60415
C -4.22836 -0.66247 -1.14976
C -5.19410 -1.33648 -0.41615
C -5.03688 -2.68415 -0.12847
C -3.89604 -3.35388 -0.55565
C -2.92370 -2.68177 -1.27804
C -1.31118 -1.38230 -3.88496
C -2.13718 -2.35189 -4.44358
C -1.79374 -2.95524 -5.64482
C -0.62577 -2.58645 -6.29749
C 0.19812 -1.61644 -5.74440
C -0.13870 -1.01703 -4.54128
H -1.76388 4.32804 -3.54483
H -3.70770 4.10991 -5.08479
H -4.81903 1.90514 -5.34264
H -3.95154 -0.05141 -4.12204
H -4.33654 0.39863 -1.33897
H -6.05948 -0.80073 -0.04408
H -5.78791 -3.20561 0.45354
H -3.74825 -4.39610 -0.29989
H -2.00788 -3.18776 -1.57240
H -3.04515 -2.64816 -3.93280
H -2.43492 -3.72082 -6.06628
H -0.35108 -3.06589 -7.23005
H 1.12423 -1.34267 -6.23399
H 0.52237 -0.28938 -4.08660
C 6.28020 -5.85429 0.22791
C 5.10353 -5.06365 -0.28520
C 4.16642 -5.64278 -1.13113
C 3.06823 -4.91798 -1.58234
C 2.90717 -3.60154 -1.19135
C 3.83393 -3.00631 -0.34187
C 4.92240 -3.73640 0.10300
S 1.52915 -2.61158 -1.76865
O 2.09025 -1.69951 -2.74334
O 0.56976 -3.58318 -2.28689
N 1.06343 -1.83332 -0.50209
C 0.58239 -2.69100 0.58031
C -0.42788 -1.97930 1.48361
O -0.65592 -2.48604 2.58753
O -0.99554 -0.94494 0.99576
H 6.33842 -6.82945 -0.25725
H 6.20090 -6.01770 1.30528
H 7.21881 -5.32673 0.04584
H 4.29131 -6.67717 -1.43576
H 2.32248 -5.36281 -2.22899
H 3.67328 -1.98077 -0.02730
H 5.63905 -3.27105 0.77197
H 1.39693 -3.05046 1.21792
H 0.06049 -3.58125 0.20297
C -3.29553 -1.32587 2.95058
N -4.57283 -0.62761 2.85385
C -5.80342 -1.23652 2.94214
C -6.74242 -0.30119 2.69912
N -6.06986 0.88399 2.45737
C -6.69094 2.14373 2.13099
C -4.71766 0.69334 2.56809
Se -3.39519 1.94794 2.40705
H -3.24701 -1.88296 3.88526
H -2.49072 -0.60158 2.90375
H -3.16867 -1.99771 2.10551
H -5.89895 -2.28541 3.15906
H -7.81572 -0.36603 2.67512
H -7.18128 2.57631 3.00592
H -7.42274 2.00276 1.33420
H -5.90223 2.81711 1.79874
Cl 3.75120 -0.08423 2.50236
C 3.11935 1.56998 2.29272
Cl 4.22075 2.51533 1.24487
C 1.66611 1.60630 1.71140
O 0.94338 2.43880 2.23928
O 1.47241 0.78019 0.78536
H 3.13149 2.04668 3.26392
*
```

⟨S²⟩ = 3.756
LUMO energy (alpha / beta) = 0.1463 / 0.1463 hartree
energy relative to the best compared isomer or geometry (same formula, charge and spin) = 77.1 kJ/mol
Kohn-Sham gap (alpha / beta) = 5.5694 / 6.6069 eV

---

No. 4
DFT (ωB97M-V with the def2-TZVPD basis set) results for a molecular structure, C34H33BF9NO6S2 in a non-equilibrium geometry.

ORCA input file:
```
! wB97M-V def2-TZVPD RIJCOSX def2/J DEFGRID3
* xyz 0 1
N -0.12000 -0.02711 0.64603
B -1.06097 -0.09835 -0.57649
O -2.46766 0.37528 -0.42199
O -0.62911 -0.59975 -1.91612
S -0.08711 -2.24148 -1.77712
O 0.28321 -2.64548 -3.25728
O -1.39350 -3.24468 -1.21885
S -0.82250 -4.38511 -0.08663
O 0.23247 -3.64815 0.82686
O -0.05438 -5.56148 -0.77340
C -2.17770 -5.07022 1.05754
F -2.49780 -6.50457 0.78230
F -1.55485 -5.06613 2.43432
C -3.48862 -4.09106 1.15689
F -4.17077 -4.38216 2.47321
F -2.98753 -2.69829 1.26441
C -4.62671 -4.33014 0.00134
F -4.17217 -5.09676 -1.18140
F -5.76023 -5.10052 0.63204
C -5.29849 -2.92610 -0.57687
F -6.08571 -2.18407 0.45620
F -6.30771 -3.35856 -1.61396
F -4.31448 -2.06340 -1.30378
H -0.04979 -0.97867 1.10843
H -0.64522 0.55656 1.34161
H -2.88017 -0.06846 0.39054
C 2.71049 -0.99647 -3.83945
C 3.97710 -0.88053 -4.41130
C 4.65726 0.33587 -4.36073
C 4.07427 1.43473 -3.72896
C 2.80920 1.31768 -3.15381
C 2.12513 0.10379 -3.21255
H 2.17928 -1.94370 -3.88205
H 4.43421 -1.73873 -4.89755
H 5.64133 0.42773 -4.81228
H 4.60624 2.38141 -3.68516
H 2.35571 2.17368 -2.66008
H 1.13727 0.01450 -2.76920
C 0.99563 3.51105 2.25595
C 1.01660 3.15226 0.90850
C 1.30851 4.10816 -0.06405
C 1.58944 5.42198 0.31209
C 1.57215 5.77985 1.65987
C 1.27109 4.82601 2.63173
H 0.76473 2.76656 3.01336
H 0.80443 2.12692 0.61601
H 1.31817 3.82981 -1.11435
H 1.82176 6.16594 -0.44531
H 1.79270 6.80338 1.95294
H 1.25229 5.10644 3.68120
C -1.80681 -9.18609 6.66049
C -0.97963 -8.07248 6.80335
C -0.87652 -7.14217 5.76957
C -1.60901 -7.32060 4.59563
C -2.43909 -8.43230 4.45432
C -2.53503 -9.36748 5.48446
H -1.88428 -9.91270 7.46503
H -0.41418 -7.92994 7.72086
H -0.22675 -6.27809 5.87853
H -1.53255 -6.59315 3.79183
H -3.01110 -8.57034 3.54005
H -3.17756 -10.23630 5.37183
C 3.09563 0.97169 -7.49038
C 3.11660 0.61291 -8.83782
C 3.40851 1.56881 -9.81037
C 3.68944 2.88262 -9.43423
C 3.67215 3.24050 -8.08645
C 3.37109 2.28666 -7.11459
H 2.86473 0.22721 -6.73296
H 2.90443 -0.41243 -9.13031
H 3.41817 1.29046 -10.86068
H 3.92176 3.62658 -10.19164
H 3.89270 4.26403 -7.79338
H 3.35229 2.56709 -6.06512
C -1.40437 6.97169 6.31773
C -1.38340 6.61291 4.97029
C -1.09149 7.56881 3.99774
C -0.81056 8.88262 4.37388
C -0.82785 9.24049 5.72166
C -1.12891 8.28666 6.69351
H -1.63527 6.22721 7.07514
H -1.59557 5.58756 4.67780
H -1.08183 7.29046 2.94743
H -0.57824 9.62658 3.61647
H -0.60730 10.26403 6.01472
H -1.14771 8.56709 7.74299
*
```

LUMO energy = -0.1009 hartree
Kohn-Sham gap = 6.2684 eV

---

No. 5
DFT (ωB97M-V with the def2-TZVPD basis set) results for a molecular structure, C34H33EuNO6PS4 in a non-equilibrium geometry.

ORCA input file:
```
! wB97M-V def2-TZVPD RIJCOSX def2/J DEFGRID3
* xyz -1 8
Eu 1.81252 0.30158 -0.28845
C 3.81235 3.55246 -1.88398
C 3.64379 2.70301 -3.15228
S 3.35852 0.94259 -2.85993
C 1.90471 0.72409 -3.93824
C 1.28959 -0.68557 -3.90087
S 0.12869 -1.12942 -2.58681
C -1.42873 -0.46067 -3.20770
C -1.72320 1.05232 -3.19304
S -2.24203 1.77987 -1.60632
C -0.32237 3.89253 -1.58085
C 1.15395 4.27615 -1.79953
S 2.43717 3.56950 -0.72287
H 4.06055 4.57479 -2.18046
H 4.65140 3.17950 -1.29113
H 4.55104 2.81182 -3.74980
H 2.82277 3.07273 -3.76576
H 2.23763 0.92226 -4.95984
H 1.18065 1.47244 -3.62783
H 2.07014 -1.44114 -3.82515
H 0.76139 -0.84651 -4.84448
H -2.19112 -0.97655 -2.61867
H -1.52947 -0.81507 -4.23987
H -2.55722 1.23359 -3.87751
H -0.88061 1.63189 -3.55331
H -0.77647 4.58280 -0.86324
H -1.80114 3.72851 -2.77861
H 1.23714 5.36286 -1.75631
H 1.36959 3.96726 -2.81829
O -1.88945 3.90685 3.54500
C -1.11673 3.19375 2.66345
C -1.37872 3.19036 1.30055
C -0.53699 2.44395 0.48196
N 0.43649 1.73002 1.01367
C 0.72292 1.76379 2.31836
C -0.03472 2.50076 3.19644
C 2.02745 1.03130 2.68066
O 2.21236 0.72678 3.85478
O 2.78256 0.86592 1.66086
C -0.50856 2.42851 -1.07160
O -0.91018 4.11064 -2.86369
O 0.40944 1.61564 -1.54884
H -2.58296 4.34816 3.04365
H -2.20755 3.76160 0.88645
H 0.20325 2.53214 4.25245
O 2.70761 -1.40288 -1.30413
C 2.38064 -1.99903 -0.15415
C 1.57624 -3.21399 -0.19705
C 1.92062 -4.38081 -0.91463
C 1.18920 -5.54535 -0.76751
C 0.08127 -5.60255 0.09041
C -0.29465 -4.45273 0.77620
C 0.42413 -3.27261 0.61985
P -0.00006 -1.66652 1.36734
C -0.21552 -2.13133 3.14528
C 0.94081 -2.08490 3.92706
C 0.91590 -2.47037 5.26173
C -0.26955 -2.90549 5.83927
C -1.42911 -2.95421 5.07186
C -1.40055 -2.57050 3.73475
C -1.75827 -1.39304 0.87468
C -2.45882 -2.11675 -0.08477
C -3.79146 -1.81992 -0.37358
C -4.44633 -0.80145 0.30408
C -3.75285 -0.06396 1.26104
C -2.42445 -0.35177 1.52906
H 2.78716 -4.35297 -1.56703
H 1.48141 -6.43706 -1.31546
H -0.48075 -6.52212 0.21076
H -1.16681 -4.47932 1.42772
H 1.86540 -1.72578 3.49332
H 1.82577 -2.41432 5.84989
H -0.29278 -3.19800 6.88413
H -2.36102 -3.28974 5.51538
H -2.31658 -2.60655 3.15312
H -1.95774 -2.91547 -0.61855
H -4.31720 -2.39468 -1.12816
H -5.48448 -0.57577 0.08319
H -4.24625 0.74870 1.78682
H -1.89078 0.23346 2.27505
*
```

⟨S²⟩ = 15.869
LUMO energy (alpha / beta) = 0.0802 / 0.0801 hartree
energy relative to the best compared isomer or geometry (same formula, charge and spin) = 0.0 kJ/mol
Kohn-Sham gap (alpha / beta) = 4.3609 / 5.6248 eV